131
Properties=species:S:1:pos:R:3:forces:R:3:lowdin_charge:R:1 method="wB97M-V/def2-TZVPD" relative_energy_kcal_mol=11.5 homo_energy_ev=-8.7 lumo_ev=0.332 orbital_gap_ev=9.00 e_tot_ev=-287916.983
C -4.080758 -0.598108 -2.278396 0.6709 0.0666 0.0196 -0.112
O -2.879041 -0.690083 -3.029314 -0.3353 -0.5568 -0.7034 -0.228
C -2.060090 -1.757797 -2.562185 -0.1687 0.3350 1.2125 -0.223
C -1.325405 -1.304488 -1.261134 -0.0464 -0.4895 -0.8825 -0.160
C 0.204962 -1.317865 -1.419590 -0.2247 0.6985 0.3382 -0.194
C 1.003576 -1.508759 -0.118546 0.3768 -0.7124 -0.4991 -0.222
C 0.466502 -2.617286 0.808152 -0.0357 0.4692 -0.1055 -0.216
C 1.571248 -3.338737 1.579610 0.0315 0.3916 0.0757 -0.218
C 2.381320 -2.430695 2.536634 -0.5838 -0.2648 -0.3562 -0.235
C 1.562927 -1.391380 3.307186 1.1627 0.6184 0.3609 -0.228
C 2.551950 -0.457814 4.070625 -0.0347 -0.3898 0.5842 -0.269
C 2.300801 -0.418292 5.594911 -0.4196 0.1873 0.0933 -0.304
Si 0.706887 0.496829 6.025085 0.6437 0.3706 -0.0064 0.549
O 1.023436 2.106638 6.405982 -0.9414 -0.4176 -0.9168 -0.404
Si 0.556293 3.309435 5.300986 0.6160 0.1784 0.5111 0.638
C -0.232891 4.753528 6.263031 -0.2275 -0.6855 0.1168 -0.278
O -0.083255 5.972980 5.545839 0.0978 0.3091 0.2117 -0.205
O -0.957935 5.824846 4.420553 -0.3756 -0.2379 -0.2193 -0.052
B 2.235726 3.989342 4.411109 -0.3554 0.6296 -0.1431 -0.580
O 3.399574 3.999349 5.194681 -0.3989 -0.1414 -0.3502 0.069
N 2.192890 4.480755 3.055298 1.3847 -1.5537 0.2845 -0.107
C 1.360455 3.672960 2.139511 -0.4992 0.5259 -0.3323 -0.110
C 3.510443 4.839679 2.489810 -0.3002 0.5562 -0.4937 -0.073
H -4.580692 -1.571228 -2.190732 0.0432 0.0118 -0.0893 0.071
H -3.814449 -0.245668 -1.275652 -0.4515 0.0856 0.0555 0.085
H -4.740051 0.101980 -2.789231 0.0277 0.0759 0.1128 0.068
H -2.699276 -2.618001 -2.323493 0.0172 -0.0051 -0.1897 0.092
H -1.365209 -2.091682 -3.332075 -0.0597 0.4165 -0.2046 0.101
H -1.680315 -1.943718 -0.451780 0.2420 0.1081 0.1493 0.098
H -1.673388 -0.286322 -1.077609 0.1039 -0.0368 0.2415 0.109
H 0.478645 -0.333075 -1.817672 0.0754 -0.1433 -0.1675 0.112
H 0.506484 -2.027856 -2.195426 -0.0372 -0.2646 0.2761 0.106
H 1.121787 -0.547801 0.389088 -0.1551 -0.0883 0.1655 0.094
H 2.021234 -1.805635 -0.414121 -0.4864 0.2679 0.1283 0.016
H -0.258478 -2.166043 1.494213 -0.0150 -0.2416 0.0596 0.106
H -0.094413 -3.345486 0.212712 0.1049 -0.0299 0.0058 0.110
H 1.139771 -4.161656 2.151985 -0.0450 0.0255 -0.0923 0.052
H 2.254724 -3.777363 0.842285 0.0233 -0.0605 0.1122 0.102
H 3.167272 -1.907825 1.986547 -0.0478 -0.0011 -0.0443 0.067
H 2.861290 -3.080431 3.273112 0.2242 0.1296 -0.0569 0.081
H 0.981186 -0.745039 2.650522 -0.2988 -0.3622 -0.0290 0.092
H 0.930293 -1.866934 4.060233 -0.3118 -0.0172 -0.2984 0.070
H 3.573505 -0.823833 3.929120 -0.0284 0.0887 -0.1690 0.099
H 2.522191 0.560357 3.668926 0.0088 -0.0257 -0.0583 0.071
H 3.157581 0.035903 6.104063 -0.1135 0.0325 0.0785 0.058
H 2.196532 -1.431976 6.003676 0.1770 -0.0447 -0.1840 0.050
H -0.038806 -0.169127 7.114031 0.0415 0.0930 0.1441 -0.033
H -0.130569 0.494290 4.803382 -0.1254 -0.0846 0.0581 -0.014
H -0.373681 2.789691 4.277122 -0.2259 -0.1803 0.2168 -0.001
H -1.291840 4.566427 6.483337 0.0069 0.1552 -0.0709 0.086
H 0.248811 4.882105 7.235350 0.1961 0.2149 -0.1614 0.097
H -0.514322 6.322178 3.721276 0.3179 0.0475 0.1836 0.101
H 4.018706 3.343355 4.853339 0.2946 0.2464 0.0579 0.092
H 1.426198 2.594686 2.309205 -0.0871 0.0621 0.1035 0.060
H 1.652525 3.830711 1.099717 0.1357 0.1517 0.1213 0.078
H 0.321073 4.001400 2.203627 -0.0282 -0.2672 0.1177 0.075
H 3.651863 5.919049 2.587632 0.2508 -0.1065 0.2004 0.088
H 4.351336 4.308297 2.936434 -0.0394 0.0930 0.0980 0.071
H 3.545924 4.636893 1.417334 -0.1282 -0.0991 0.0856 0.073
Cl -4.771573 -3.620939 -4.503072 -0.0246 0.0474 0.0794 0.578
C -3.792474 -4.064852 -5.926140 0.0318 -0.0095 -0.2114 -0.652
C -2.976630 -5.310027 -5.692256 -0.0302 -0.0388 -0.0514 -0.654
Cl -1.676424 -5.040088 -4.502305 -0.0013 -0.0389 0.0374 0.552
H -3.163152 -3.215128 -6.177203 -0.0034 0.0214 0.0877 0.031
H -4.489099 -4.229110 -6.746695 -0.0106 -0.0380 0.0209 0.077
H -2.497897 -5.611366 -6.622448 0.0090 0.0630 -0.0135 0.073
H -3.592523 -6.133202 -5.338461 0.0089 0.0372 0.0807 0.067
Cl -3.458226 -0.656348 -7.413534 0.0510 -0.0044 -0.0961 0.561
C -4.269246 0.013101 -5.969234 0.0293 0.0426 0.2334 -0.665
C -4.950809 1.323754 -6.257698 -0.1269 -0.1646 0.0496 -0.696
Cl -3.780779 2.633621 -6.582471 -0.0162 0.0527 -0.1167 0.573
H -3.523948 0.106133 -5.182093 0.0365 -0.0335 -0.0464 0.054
H -5.007833 -0.721455 -5.653866 -0.0233 0.0080 -0.0370 0.022
H -5.534364 1.631517 -5.392656 0.0710 0.0211 0.0364 0.024
H -5.616834 1.253834 -7.112916 0.0650 0.0472 -0.0445 0.000
Cl 4.380067 -1.872425 -0.645030 0.4432 -0.0485 -0.0684 0.619
C 5.058239 -0.289569 -1.111370 0.0507 0.0515 -0.1079 -0.644
C 5.370980 0.568699 0.085695 0.0883 0.1526 0.0124 -0.684
Cl 3.893491 1.102327 0.938606 -0.0389 -0.0136 0.0384 0.591
H 4.346733 0.196128 -1.775876 -0.0661 -0.0252 0.0692 0.075
H 5.973874 -0.486475 -1.665608 0.0433 0.0057 0.0602 0.035
H 5.902165 1.465975 -0.239077 -0.3352 -0.2430 0.1527 -0.012
H 5.995385 0.036531 0.800742 -0.0704 -0.0428 0.0123 0.066
Cl 1.082696 -4.535096 4.759011 -0.0863 -0.1223 0.3066 0.629
C 1.740657 -6.134080 5.190740 0.0741 -0.0336 0.0831 -0.650
C 1.575037 -7.132015 4.072901 0.0980 -0.0441 -0.0111 -0.660
Cl -0.133096 -7.561003 3.801329 -0.0142 0.0132 -0.0235 0.541
H 1.246622 -6.465880 6.100579 -0.0638 0.0090 -0.0372 0.070
H 2.799460 -5.995192 5.405448 0.0091 -0.0010 -0.0621 0.046
H 2.098728 -8.052837 4.324658 -0.0191 0.0051 0.0439 0.072
H 1.976553 -6.749200 3.137514 -0.0595 0.0437 -0.0011 0.067
Cl -3.602435 6.721654 -3.507193 -0.0045 0.0126 0.0207 0.532
C -2.093662 6.338738 -4.376235 0.0766 0.0284 -0.0725 -0.666
C -1.808956 4.858586 -4.399344 0.0058 -0.0145 -0.0926 -0.681
Cl -1.398793 4.226300 -2.783618 -0.0112 -0.0094 0.0252 0.531
H -1.286301 6.892129 -3.902972 -0.0328 -0.0174 0.0646 0.065
H -2.213440 6.702615 -5.395548 -0.0292 -0.0451 -0.0091 0.071
H -0.953495 4.660918 -5.043687 0.0169 0.0353 0.0174 0.074
H -2.659777 4.295498 -4.773338 -0.0050 0.0100 0.0918 0.001
Cl -7.407556 -0.083952 -4.357017 -0.0974 0.0390 -0.0163 0.604
C -8.346368 -0.824638 -3.035287 -0.0121 -0.0273 0.1466 -0.637
C -8.488087 -2.315303 -3.212549 0.0323 -0.0513 0.0911 -0.664
Cl -9.522701 -2.730226 -4.601910 0.0165 -0.0045 -0.0235 0.544
H -9.314643 -0.332295 -2.996214 -0.0008 -0.0069 -0.0883 0.070
H -7.812799 -0.614036 -2.109422 0.0422 -0.0357 -0.0204 0.073
H -8.954511 -2.745051 -2.327486 -0.0293 0.0423 0.0012 0.075
H -7.521312 -2.790933 -3.361557 -0.0048 0.0283 -0.0754 0.037
Cl -7.997026 3.090485 -6.853389 -0.0004 -0.0102 0.0176 0.560
C -7.349228 4.155008 -8.128743 0.0180 0.1327 -0.0318 -0.649
C -7.402696 3.506428 -9.489537 -0.0438 0.0803 -0.0218 -0.651
Cl -6.269765 2.138143 -9.615413 -0.0004 -0.0540 -0.0744 0.569
H -6.330409 4.421105 -7.856077 0.0138 -0.0904 0.0214 0.059
H -7.957275 5.058296 -8.128746 -0.0386 -0.0311 -0.0177 0.072
H -7.116416 4.228991 -10.252122 0.0460 0.0164 0.0387 0.072
H -8.400364 3.139728 -9.717716 0.0147 -0.0579 0.0535 0.068
Cl 5.772340 -1.337533 7.500610 -0.0133 0.0066 -0.0234 0.540
C 4.811739 -1.978904 8.857806 -0.0191 0.0355 0.0897 -0.660
C 4.700528 -3.482197 8.812480 0.0382 -0.0226 0.1082 -0.657
Cl 3.709864 -4.030919 7.437265 -0.0395 -0.0094 -0.0605 0.560
H 3.832214 -1.507399 8.826892 -0.0001 -0.0168 -0.0767 0.066
H 5.314283 -1.676552 9.775078 0.0302 -0.0346 -0.0090 0.072
H 4.216525 -3.842862 9.718664 -0.0415 0.0468 -0.0088 0.073
H 5.677861 -3.951374 8.732099 0.0013 0.0272 -0.0758 0.068
Cl 7.882729 1.969677 -1.468069 0.3115 0.1672 -0.2518 0.609
C 9.264377 1.467395 -0.458620 0.0900 0.0334 0.1057 -0.630
C 9.889052 0.190734 -0.959111 0.0924 0.0012 -0.0008 -0.652
Cl 8.804820 -1.207432 -0.741994 -0.0317 -0.0062 -0.0150 0.565
H 8.910195 1.360996 0.564292 -0.0570 -0.0341 -0.0318 0.073
H 9.992708 2.275685 -0.490001 0.0037 -0.0122 -0.0623 0.074
H 10.797159 -0.017381 -0.395889 -0.0307 0.0064 0.0451 0.074
H 10.142785 0.258879 -2.013909 -0.0701 -0.0111 -0.0116 0.069